ORCA calculation (wB97M-V/def2-TZVPD) on BH20NiO8 as an isolated structure at a distorted geometry.

Results
Energy above the lowest of the compared OMol25 structures with the same formula, charge and spin ... 18.8 kcal/mol
Kohn-Sham gap (alpha / beta) ... 9.5 / 8.0 eV
Lowest unoccupied orbital energy (alpha / beta) ... -0.1414 / -0.1946 hartree
Expectation value of S² ... 2.0032

```
! RIJCOSX wB97M-V def2-TZVPD def2/J DEFGRID3
* xyz 1 3
Ni 1.460 0.900 0.291
B -0.137 -0.401 -0.389
H -0.490 -0.423 0.630
H -0.110 0.569 -0.862
H 0.869 -0.764 -0.535
H -0.825 -1.010 -0.955
O -2.735 0.174 -1.585
H -1.925 -0.316 -1.443
H -2.511 0.818 -2.257
O 0.692 1.496 2.109
H -0.035 1.070 2.564
H 0.715 2.382 2.469
O -1.604 -2.577 1.000
H -2.499 -2.815 0.759
H -1.545 -1.641 0.808
O -1.758 0.590 3.077
H -2.121 -0.240 3.385
H -2.147 0.715 2.211
O 2.238 -0.712 1.378
H 2.392 -0.650 2.321
H 1.949 -1.614 1.240
O 1.094 2.676 -0.666
H 0.174 2.894 -0.817
H 1.581 3.351 -1.140
O -0.226 -1.962 -3.056
H -0.153 -1.536 -2.202
H -1.118 -2.308 -3.076
O 2.650 0.513 -1.485
H 3.031 1.136 -2.104
H 3.095 -0.314 -1.672
*
```